Entry 1:
Density functional theory data (ωB97M-V/def2-TZVPD) for 2 unconnected molecules or ions with the total composition C20H15F3NO4.

Structure (XYZ):
```
43
Properties=species:S:1:pos:R:3:forces:R:3:nbo_charge:R:1
F -0.831 -1.488 -0.725 -0.18 -0.53 0.83 -0.347
F -1.921 -1.789 1.170 0.43 -0.36 -0.77 -0.323
F -0.639 -3.393 0.379 -0.42 0.92 0.04 -0.347
O 0.121 -0.715 2.318 -0.15 0.27 -0.09 -0.672
O 2.970 -2.572 3.731 0.60 0.13 0.51 -0.556
O 5.394 3.031 -2.159 0.89 -0.11 -0.35 -0.502
O 6.078 0.929 2.726 -0.29 -0.35 0.45 -0.628
N 1.686 -1.569 0.892 -1.43 -1.12 -0.36 -0.629
C 6.826 3.120 -2.383 -0.90 -0.26 0.15 -0.256
C 0.445 -1.406 1.350 1.32 -0.33 -0.59 0.532
C 6.120 -1.997 6.944 0.02 0.18 -0.22 -0.220
C -0.753 -2.032 0.536 0.23 -0.07 0.19 0.893
C 3.866 0.301 0.580 0.65 0.27 -0.75 -0.070
C 5.455 0.009 3.249 -0.40 -0.56 -1.45 0.598
C 7.034 -0.982 6.612 -0.36 -0.22 -0.18 -0.219
C 4.207 -0.696 2.806 1.18 -1.22 1.13 -0.447
C 5.215 0.170 0.164 -0.74 0.10 -0.11 -0.117
C 3.373 -0.389 1.748 -1.12 2.22 0.98 0.061
C 5.074 -2.329 6.071 0.07 0.22 -0.29 -0.181
C 3.543 2.039 -1.091 0.77 -0.09 0.04 -0.294
C 3.030 1.208 -0.112 0.58 -0.35 0.17 -0.130
C 5.748 0.999 -0.816 -0.45 0.73 -0.41 -0.338
C 6.901 -0.289 5.400 -0.43 -0.27 -0.04 -0.225
C 4.926 2.007 -1.393 0.03 -0.70 1.00 0.335
C 5.843 -0.623 4.543 0.02 -0.15 1.00 -0.039
C 3.876 -1.759 3.803 -0.23 1.29 -0.92 0.545
C 2.157 -2.652 0.106 -0.50 -0.75 -0.53 -0.409
C 4.931 -1.631 4.870 0.70 -0.28 0.95 -0.126
H 7.178 2.231 -2.931 -0.02 0.33 0.17 0.178
H 6.801 0.897 -1.091 -0.40 0.13 0.12 0.212
H 2.923 2.766 -1.595 -0.02 0.10 0.01 0.217
H 7.380 3.226 -1.434 -0.29 -0.10 -0.29 0.188
H 1.386 -2.996 -0.616 0.59 -0.19 0.07 0.169
H 3.054 -2.350 -0.471 -0.34 -0.10 0.27 0.177
H 5.863 -0.578 0.620 -0.30 0.21 -0.01 0.221
H 6.219 -2.524 7.897 -0.02 0.17 -0.33 0.205
H 4.359 -3.108 6.312 0.04 0.01 0.07 0.222
H 2.304 -0.330 1.943 1.20 0.83 0.54 0.285
H 7.838 -0.734 7.310 -0.24 -0.07 -0.28 0.204
H 1.989 1.269 0.192 0.06 -0.03 -0.13 0.232
H 7.594 0.504 5.135 -0.13 -0.07 -0.05 0.222
H 6.949 4.020 -2.989 0.06 -0.20 0.08 0.194
H 2.435 -3.500 0.778 -0.09 0.35 -0.59 0.184
```
Forces are in eV/Å.

Its multiplicity is 1. The value obtained for the orbital gap is 6.52 eV. The net charge is -1. For the LUMO energy, the calculation gives 2.4594 eV. Its HOMO energy is -0.149 Eh.


Entry 2:
Density functional theory data (ωB97M-V/def2-TZVPD) for a molecular structure, C20H15IN5O6S2W.

Structure (XYZ):
```
50
Properties=species:S:1:pos:R:3:forces:R:3:nbo_charge:R:1
W -0.568 -0.335 -0.237 -0.05 -0.31 0.26 2.214
I -0.338 -6.421 1.167 0.00 -0.05 0.01 0.375
S -5.174 -0.006 -0.121 0.07 -0.02 0.05 0.644
S -3.470 -1.113 1.967 -0.06 0.04 -0.08 0.551
O 1.203 -0.096 -0.941 -0.15 -0.01 0.10 -0.720
O -0.910 -0.448 -2.145 -0.15 0.16 0.13 -0.677
O 2.360 1.063 -2.516 -0.07 0.04 0.03 -0.380
O -2.235 2.051 2.459 -0.04 0.03 -0.06 -0.395
O -1.074 0.384 1.420 0.10 0.00 -0.09 -0.680
O -0.013 -0.347 -4.702 0.18 0.02 -0.01 -0.596
N -3.115 -0.441 -1.769 -0.06 -0.17 0.26 -0.320
N -0.250 1.769 -0.356 0.10 -0.06 0.02 -0.473
N 1.203 -2.701 -0.078 0.07 -0.40 0.33 -0.299
N 0.032 -2.233 0.465 -0.17 0.25 -0.73 -0.431
N -2.588 -0.503 -0.534 0.20 0.05 -0.20 -0.388
C -3.710 -0.444 -4.542 -0.20 0.00 -0.21 -0.135
C 0.715 2.207 -1.160 -0.04 -0.04 0.02 0.116
C -2.906 -0.295 -6.801 -0.18 -0.01 0.10 -0.046
C -5.908 -0.049 1.547 0.02 0.02 -0.04 -0.549
C -3.658 -0.523 0.396 -0.20 0.03 0.22 -0.138
C -5.261 -1.179 2.315 0.01 -0.02 0.01 -0.517
C -2.153 -0.433 -2.669 0.10 -0.10 -0.48 0.557
C -2.370 -0.415 -4.067 0.34 0.01 0.17 -0.183
C 0.125 -4.483 0.682 0.14 0.11 -0.01 -0.292
C -1.517 1.733 1.589 0.00 -0.06 0.14 0.764
C 1.288 -4.020 0.050 -0.03 0.21 -0.01 0.084
C -0.619 -3.350 0.916 0.03 0.25 0.07 0.014
C -0.851 2.559 0.530 0.01 0.03 -0.01 0.089
C 1.534 1.055 -1.681 0.18 -0.01 -0.06 0.752
C -1.601 -0.277 -6.385 0.14 0.00 0.13 -0.282
C -1.302 -0.347 -5.023 -0.25 -0.03 0.02 0.422
C 0.259 4.420 -0.432 0.00 0.06 0.00 -0.075
C -0.644 3.921 0.513 0.00 0.00 0.00 -0.139
C 0.988 3.558 -1.251 0.01 0.00 -0.01 -0.141
C -3.975 -0.383 -5.875 0.03 0.00 0.03 -0.217
H -3.127 -0.248 -7.860 0.01 0.00 0.00 0.256
H 2.156 -4.558 -0.303 -0.01 -0.01 0.01 0.284
H 1.777 3.915 -1.901 0.00 0.00 0.00 0.292
H 0.453 5.485 -0.471 0.00 0.00 0.00 0.281
H -4.994 -0.404 -6.234 0.01 0.00 0.01 0.256
H -0.777 -0.224 -7.084 -0.01 0.00 0.00 0.268
H 0.129 -0.496 -3.762 0.01 -0.01 0.00 0.494
H -1.124 4.564 1.240 0.00 0.00 0.00 0.288
H -4.514 -0.514 -3.824 -0.01 0.00 -0.01 0.236
H -5.392 -1.070 3.390 0.02 -0.01 0.01 0.294
H -5.732 0.925 2.004 0.00 0.01 0.00 0.266
H 1.898 -2.058 -0.438 -0.03 -0.02 -0.03 0.466
H -5.610 -2.164 2.002 0.00 -0.01 0.00 0.267
H -6.980 -0.203 1.430 0.00 0.00 -0.01 0.296
H -1.564 -3.265 1.425 -0.05 0.03 -0.09 0.248
```
Forces are in eV/Å.

The value obtained for the relative energy (zero: lowest compared OMol25 entry of this formula, charge and spin) is 55.20 kJ/mol. Its multiplicity is 1. The value obtained for the orbital gap (alpha / beta) is 4.40 / 4.39 eV. The net charge is +3. For the LUMO energy (alpha / beta), the calculation gives -12.1318 / -12.1359 eV. Its HOMO energy (alpha / beta) is -0.607 / -0.607 Eh.


What F_max values result from the calculations? In sequence: 0.0520, 0.0153 Eh/bohr.